No. 1
Density functional theory data (ωB97M-V/def2-TZVPD) for C14H23N3O5V as an isolated structure at a distorted geometry.

Geometry as XYZ:
```
46
Properties=species:S:1:pos:R:3
C -0.5122 -2.1781 -3.2465
C -1.2218 -1.1900 -3.9096
H -1.0379 -3.1296 -2.8927
H 0.6427 -2.4330 -3.4889
C -1.6126 0.1463 -3.5880
C -1.4654 0.9882 -2.4237
H -1.7447 0.5804 -1.3443
H -0.5621 1.6896 -2.3592
C -1.6814 -1.7003 -5.2180
H -1.3459 -2.7127 -5.3770
H -1.2850 -1.0589 -6.0807
H -2.8213 -1.7174 -5.2742
C -2.3049 0.8670 -4.6855
H -3.3062 0.3780 -4.9266
H -1.6683 0.9798 -5.6217
H -2.5234 1.8975 -4.3250
V 0.2083 0.5977 2.9969
O 0.2598 -0.0180 1.2577
C 1.0913 0.1028 0.1745
O 1.6092 1.8884 2.3979
C 2.0134 2.1355 1.2992
O 2.8523 3.0949 1.0043
N 1.6699 1.4175 0.1317
C 3.1931 3.0609 -0.4514
C 2.2742 2.0412 -1.0727
H 4.2305 2.7532 -0.5478
H 3.0379 4.0629 -0.8556
H 2.7917 1.3123 -1.6794
H 1.4920 2.5230 -1.6791
C 1.2929 -0.8376 -0.9221
C 0.1846 -1.8891 -0.8094
H 1.1522 -0.3204 -1.9339
H -1.0004 -1.7125 -0.7129
H 0.5097 -2.9937 -0.8256
C 1.0627 -2.0771 6.7428
O -0.1913 -1.3293 6.5694
C -0.3374 -0.6742 5.4457
O 0.5418 -0.6623 4.5160
N -1.4597 -0.0037 5.2901
N -1.6059 0.7428 4.0731
H 0.9592 -2.5026 7.7357
H 1.9201 -1.4007 6.6911
H 1.1316 -2.8652 5.9807
H -2.1554 0.0470 6.0497
H -2.4347 0.3804 3.5766
H -1.8432 1.7189 4.3183
```

Output
net charge	+2
multiplicity	4
calculated total energy	-55262.4760	eV
LUMO (spin up / spin down)	-8.8 / -7.9	eV
frontier orbital gap (spin up / spin down)	3.380 / 4.693	eV
highest occupied orbital energy (spin up / spin down)	-12.16 / -12.59	eV



No. 2
Density functional theory data (ωB97M-V/def2-TZVPD) for one molecule with the formula C14H23NO2 at a distorted geometry.

Geometry as XYZ:
```
40
Properties=species:S:1:pos:R:3
C -2.8587 0.1203 -2.2747
C -3.1750 -0.4912 -1.0575
C -4.0700 -1.4372 -1.0131
C -4.5471 -2.1102 0.2041
C -4.0412 -1.7493 1.2451
C -3.2174 -0.6092 1.4083
C -2.8784 -0.0989 0.3049
O -1.9327 1.0813 -0.1344
C -1.3378 1.6240 1.0358
C -0.2842 2.6470 0.6632
C 0.6888 2.3853 -0.2756
C 1.6359 1.3185 0.2482
C 2.8842 0.6651 -0.7266
N 3.8522 0.0795 0.0834
C 4.8431 -0.4652 -0.6983
C 6.0305 -1.3249 0.0324
O 5.5078 -2.4234 0.6285
H -1.8399 0.0066 -2.2400
H -3.4588 -0.2969 -3.1713
H -3.2212 1.3195 -2.2633
H -4.6195 -1.9143 -2.0742
H -5.2659 -2.6920 0.3001
H -4.3810 -2.0560 2.3569
H -2.7814 -0.2682 2.2602
H -0.7723 0.7891 1.5470
H -2.0040 2.0710 1.8296
H -0.8720 3.4295 0.2440
H 0.1570 3.2420 1.5050
H 1.3317 3.2086 -0.7169
H 0.1741 1.6578 -1.0217
H 2.2661 1.7022 1.2277
H 1.2364 0.1261 0.6595
H 3.3265 1.8012 -0.7607
H 2.4292 0.5452 -1.7573
H 3.3371 -0.8465 0.2735
H 5.2415 0.5567 -1.1109
H 4.5608 -0.9709 -1.5875
H 6.3451 -0.4425 0.8768
H 6.7706 -1.4413 -0.7749
H 4.9963 -2.0522 1.1594
```

Output
ΔE to the lowest compared entry with this formula, charge and spin	1115.5	kJ/mol
SMILES	Cc1ccccc1OCCCCCNCCO
calculated total energy	-20464.4709	eV
LUMO	0.8	eV
frontier orbital gap	10.104	eV
highest occupied orbital energy	-9.30	eV



No. 3
Density functional theory data (ωB97M-V/def2-TZVPD) for C14H24AsBF4GeO6SV as an isolated structure at a distorted geometry.

Geometry as XYZ:
```
53
Properties=species:S:1:pos:R:3
V 1.8102 -1.2496 -0.2358
O 3.2477 -2.1373 -2.5982
As 4.4821 -1.2851 -1.6733
O 5.9389 -1.9434 -1.7781
O 3.6366 -1.2539 -0.1575
C 4.3105 0.5646 -2.2046
C 5.5040 1.0738 -2.6964
C 5.6122 2.3992 -3.1048
C 4.5128 3.2308 -3.0285
C 3.3071 2.7400 -2.5423
C 3.1998 1.4206 -2.1270
S 1.5869 1.0185 -1.4910
O 0.6649 2.0192 -1.8972
O 1.2349 -0.3837 -1.9397
O 1.6723 0.7786 -0.0108
H 3.6165 -2.9583 -2.9545
H 6.3646 0.4177 -2.7549
H 6.5568 2.7675 -3.4805
H 4.5733 4.2626 -3.3455
H 2.4441 3.3881 -2.4948
C -0.9949 3.7766 2.0417
C -1.4960 2.9579 0.8606
C -1.5274 1.4659 1.1774
C -1.9335 0.6386 -0.0398
Ge -2.0089 -1.2649 0.2500
C -2.2207 -2.1430 1.9565
C -3.7186 -2.4600 2.0937
C -4.5924 -1.2187 1.9720
C -6.0749 -1.5229 2.1280
H -0.9810 4.8400 1.8073
H 0.0194 3.4825 2.3178
H -1.6312 3.6387 2.9178
H -0.8568 3.1202 -0.0110
H -2.4994 3.2853 0.5727
H -2.2219 1.2805 2.0033
H -0.5391 1.1523 1.5255
H -1.3314 0.8553 -0.9253
H -2.9739 0.8363 -0.3461
H -2.1326 -2.1406 -1.0044
H -1.8662 -1.4818 2.7468
H -1.6167 -3.0500 1.9618
H -3.8747 -2.9400 3.0623
H -4.0185 -3.2004 1.3458
H -4.4342 -0.7401 0.9855
H -4.2772 -0.4772 2.7120
H -6.4101 -2.2382 1.3760
H -6.6798 -0.6228 2.0315
H -6.2719 -1.9541 3.1101
F 0.8476 -2.1609 1.0836
B 1.0049 -4.1010 0.2594
F 0.9839 -4.8375 1.3352
F -0.1074 -3.9132 -0.4589
F 2.1592 -3.7323 -0.3332
```

Output
net charge	+1
multiplicity	3
calculated total energy	-192615.9690	eV
LUMO (spin up / spin down)	-5.0 / -5.0	eV
frontier orbital gap (spin up / spin down)	7.957 / 7.988	eV
highest occupied orbital energy (spin up / spin down)	-12.97 / -12.99	eV



No. 4
Density functional theory data (ωB97M-V/def2-TZVPD) for one molecule with the formula C14H24BCl2FNO5P.

Geometry as XYZ:
```
49
Properties=species:S:1:pos:R:3
C 3.0983 1.2078 3.3710
C 3.0217 2.1855 2.1835
B 2.1349 1.8053 0.9532
O 1.8621 2.8029 0.0393
C 1.6245 0.2959 0.6797
F 2.7281 -0.5184 1.0679
C 0.4160 -0.2043 1.4863
O -0.0780 0.3364 2.4533
N -0.0612 -1.3451 0.8763
C 0.6962 -1.6010 -0.3799
C -0.0988 -2.3961 -1.4277
C -1.2212 -3.2920 -0.8782
C -0.8277 -4.2631 0.2337
Cl 0.7208 -5.0799 -0.1041
C 1.2381 -0.1912 -0.7521
C 0.2133 0.6681 -1.5091
C -1.1785 0.7694 -0.8961
O -1.8828 1.7415 -1.6861
C -3.2420 1.7510 -1.6129
O -3.8774 1.9954 -2.5989
C -3.8582 1.5120 -0.2561
C -3.3231 2.4460 0.8490
P 2.9147 -0.1031 -1.7046
O 2.5002 0.7510 -3.0350
Cl 3.0074 -1.9905 -2.5655
H 4.0031 0.5982 3.3009
H 3.1717 1.7548 4.3119
H 2.2586 0.5190 3.4089
H 2.5798 3.1328 2.5200
H 4.0246 2.4570 1.8355
H 0.9364 2.8863 -0.2087
H -1.0699 -1.3446 0.8005
H 1.5354 -2.2308 -0.0790
H -0.5332 -1.7439 -2.1887
H 0.6005 -3.0449 -1.9493
H -2.0677 -2.6799 -0.5468
H -1.5886 -3.8878 -1.7190
H -0.7511 -3.7744 1.2014
H -1.5705 -5.0572 0.3039
H 0.5848 1.6749 -1.6751
H 0.0884 0.2393 -2.5055
H -1.6999 -0.1890 -0.9757
H -1.1586 1.0975 0.1456
H -4.9341 1.6061 -0.3847
H -3.6641 0.4711 0.0237
H -4.0211 3.2605 1.0408
H -3.1672 1.8970 1.7791
H -2.3586 2.8730 0.5708
H 2.2740 0.2017 -3.7971
```

Output
SMILES	CCB(O)[C@@]1(F)C(=O)N[C@@H](CCCCl)[C@]1(CCOC(=O)CC)P(O)Cl
calculated total energy	-64365.1452	eV
LUMO	0.3	eV
frontier orbital gap	9.706	eV
highest occupied orbital energy	-9.43	eV



No. 5
Density functional theory data (ωB97M-V/def2-TZVPD) for a 2-piece molecular cluster, C14H24BCl3OSi overall at a distorted geometry.

Geometry as XYZ:
```
44
Properties=species:S:1:pos:R:3
Cl 3.3855 0.9361 -1.9106
B 2.8316 -0.8719 -1.9611
Cl 3.5842 -1.9078 -3.3279
Cl 3.4336 -1.6361 -0.2715
O 1.3881 -0.7778 -2.0228
C 0.5408 -1.8512 -1.6508
C -0.7974 -1.7117 -2.3839
C -1.5336 -2.8767 -2.4684
C -2.8744 -2.8059 -2.7908
C -3.4716 -1.5588 -2.9886
C -2.7212 -0.3887 -2.9504
C -1.3519 -0.4623 -2.6839
H 0.9840 -2.8594 -1.8166
H -1.0215 -3.7697 -2.1152
H -3.4272 -3.7341 -2.8381
H -4.5296 -1.5100 -3.1957
H -3.1967 0.5741 -3.1010
H -0.7679 0.4454 -2.5629
C -2.0844 2.1893 2.1055
C -0.7759 1.8092 1.4018
C -1.1036 1.1320 0.0770
C 0.0992 3.0235 1.1050
C -0.0605 0.9000 2.4693
Si 1.7719 0.3017 2.5445
C 3.1722 1.2022 1.6139
C 2.0716 -1.5377 3.0754
H 0.2589 -2.0103 -0.5900
H -1.8885 2.6860 3.0642
H -2.7115 2.8549 1.5067
H -2.6600 1.2777 2.3051
H -0.2158 0.9640 -0.5425
H -1.6167 0.1741 0.2095
H -1.7725 1.8014 -0.4827
H 0.9856 2.7191 0.5335
H -0.4553 3.7511 0.4975
H 0.4256 3.5220 2.0269
H -0.0110 1.5306 3.3957
H -0.7384 0.0562 2.7196
H 3.5702 1.9627 2.3251
H 3.9909 0.5038 1.3647
H 2.8456 1.6745 0.6726
H 2.4595 -1.5418 4.1212
H 1.1574 -2.1519 3.0715
H 2.8305 -2.0277 2.4490
```

Output
calculated total energy	-63078.5602	eV
LUMO	-2.7	eV
frontier orbital gap	5.917	eV
highest occupied orbital energy	-8.59	eV